No. 1
Density functional theory data (ωB97M-V/def2-TZVPD) for C4H4FN in the gas phase at a distorted geometry.

E_HOMO (spin up / spin down) in Eh: -0.3174 / -0.3174
Multiplicity: 1

Geometry as XYZ:
```
10
C4H4FN, DFT ωB97M-V/def2-TZVPD
C 0.79 -1.40 0.73
C -0.74 0.04 -0.61
C -0.25 -0.49 0.72
C 0.26 1.13 -0.52
N 1.62 -2.21 0.70
F -0.05 2.28 0.07
H -0.55 -0.64 -1.43
H -1.78 0.37 -0.60
H -0.62 -0.07 1.63
H 1.31 0.99 -0.71
```

=====

No. 2
Density functional theory data (ωB97M-V/def2-TZVPD) for an isolated ion of composition C9H14BrN4 and charge +1 at a distorted geometry.

E_HOMO in Eh: -0.4828
Structure (SMILES): [H]/N=C1/CCC/C=N\C2=[NH+][C@](C)(Br)N[C@H]21
Charge: +1
Multiplicity: 1

Geometry as XYZ:
```
28
C9H14BrN4, DFT ωB97M-V/def2-TZVPD
H 0.09 -1.89 -2.90
N -0.71 -1.69 -2.30
C -0.43 -1.15 -1.22
C -1.75 -0.93 -0.49
C -2.63 0.17 -1.03
C -2.23 1.64 -0.68
C -0.95 1.93 -1.36
N 0.19 1.56 -0.94
C 0.76 0.73 -0.13
N 1.49 1.00 0.95
C 2.12 -0.14 1.44
C 2.18 -0.44 2.91
Br 4.08 -0.47 0.61
N 1.22 -1.27 0.70
C 0.95 -0.68 -0.57
H -2.23 -1.80 -0.61
H -1.47 -0.80 0.52
H -3.57 0.18 -0.57
H -2.57 -0.12 -2.11
H -2.02 1.91 0.44
H -2.98 2.27 -0.90
H -1.10 2.56 -2.27
H 1.50 1.85 1.52
H 2.76 0.27 3.44
H 2.82 -1.21 3.19
H 1.13 -0.50 3.14
H 1.72 -2.13 0.65
H 1.63 -0.85 -1.43
```

=====

No. 3
Density functional theory data (ωB97M-V/def2-TZVPD) for C17H23F6HfO11 as an isolated structure at a distorted geometry.

E_HOMO in Eh: -0.6094
Charge: +3
Multiplicity: 1

Geometry as XYZ:
```
58
C17H23F6HfO11, DFT ωB97M-V/def2-TZVPD
Hf 2.43 -0.31 -2.26
O -1.55 -0.07 -0.95
C -0.36 -0.18 -1.40
O 0.53 -0.99 -0.92
O 0.21 0.59 -2.22
H -1.65 -0.65 -0.17
O 1.45 -0.21 -4.50
C 1.40 -0.35 -5.74
O 2.34 -1.07 -6.35
C 2.03 -1.29 -7.77
C 0.60 -0.76 -7.93
C 0.47 0.14 -6.73
H 2.03 -2.34 -8.03
H 2.69 -0.69 -8.40
H -0.23 -1.47 -7.87
H 0.34 -0.09 -8.75
H -0.50 0.40 -6.29
H 0.87 1.11 -7.08
O 2.30 1.15 -0.48
C 2.33 1.82 0.59
O 1.23 2.06 1.22
C 1.48 2.84 2.40
C 2.95 2.58 2.71
C 3.54 2.34 1.32
H 0.85 2.62 3.26
H 1.23 3.87 2.18
H 3.09 1.67 3.30
H 3.24 3.44 3.30
H 4.40 1.68 1.39
H 3.91 3.29 0.92
C -4.17 2.80 5.68
C -4.46 2.55 4.21
O -3.30 2.68 3.38
C -3.51 2.78 2.07
O -4.57 2.51 1.57
C -2.42 3.42 1.23
F -2.99 4.28 0.38
F -1.53 4.06 1.98
F -1.83 2.48 0.45
H -3.66 1.94 6.12
H -5.16 2.82 6.13
H -3.57 3.70 5.82
H -5.24 3.23 3.86
H -5.00 1.61 4.11
C 2.07 -3.36 2.77
C 1.43 -3.34 1.40
O 0.14 -3.91 1.31
C 0.00 -5.26 1.19
O 0.92 -6.00 1.10
C -1.44 -5.83 1.30
F -1.73 -6.39 0.13
F -1.55 -6.77 2.23
F -2.30 -4.86 1.58
H 1.59 -2.65 3.45
H 3.13 -3.10 2.82
H 1.94 -4.33 3.25
H 2.10 -3.87 0.71
H 1.51 -2.32 1.01
```

=====

No. 4
Density functional theory data (ωB97M-V/def2-TZVPD) for C46H44AsN4O5PmS3 as an isolated structure at a distorted geometry.

E_HOMO (spin up / spin down) in Eh: -0.0735 / -0.0738
Charge: -2
Multiplicity: 5

Geometry as XYZ:
```
104
C46H44AsN4O5PmS3, DFT ωB97M-V/def2-TZVPD
Pm 0.72 -0.16 0.28
C -3.65 -0.66 4.34
S -4.01 -1.20 2.66
C -2.55 -0.75 1.73
S -1.15 -0.18 2.50
N -2.79 -0.92 0.45
N -1.75 -0.76 -0.40
C -2.07 -0.45 -1.60
C -1.07 -0.17 -2.61
C -1.47 0.14 -3.91
C -0.53 0.51 -4.85
C 0.80 0.58 -4.46
C 1.13 0.24 -3.16
N 0.23 -0.16 -2.26
H -4.34 -1.17 5.01
H -3.78 0.42 4.42
H -2.62 -0.92 4.57
H -3.11 -0.30 -1.87
H -2.52 0.11 -4.16
H -0.83 0.76 -5.86
H 1.58 0.89 -5.15
H 2.16 0.31 -2.81
O 4.15 1.87 -1.50
C 3.52 1.63 -0.47
O 2.43 0.96 -0.45
C 4.09 2.10 0.85
C 5.20 2.94 0.76
C 5.88 3.39 1.88
C 5.45 2.98 3.14
C 4.34 2.16 3.25
C 3.61 1.71 2.13
S 2.22 0.72 2.49
H 5.53 3.21 -0.23
H 6.73 4.05 1.78
H 5.98 3.30 4.03
H 4.00 1.84 4.22
O -1.47 5.10 -2.05
C -0.66 5.16 -0.98
C -0.24 6.40 -0.50
C 0.61 6.47 0.59
C 1.06 5.32 1.23
C 0.63 4.08 0.76
C -0.23 3.99 -0.33
C -0.71 2.64 -0.78
O -1.34 2.57 -1.87
O -0.49 1.66 -0.01
H -1.57 4.12 -2.23
H -0.57 7.29 -1.01
H 0.93 7.44 0.95
H 1.73 5.37 2.07
H 0.96 3.17 1.24
C -0.25 -9.29 -1.33
C -0.09 -7.79 -1.24
C 1.11 -7.20 -0.89
C 1.26 -5.82 -0.82
C 2.60 -5.26 -0.42
C 0.18 -4.98 -1.11
As 0.28 -2.92 -1.11
N 1.13 -2.50 0.43
C 0.59 -2.91 1.63
C 1.29 -2.59 2.82
C 0.82 -2.97 4.06
C -0.36 -3.71 4.18
C -1.06 -4.04 3.03
C -0.59 -3.67 1.78
C 1.73 -2.83 -2.49
C 3.04 -2.35 -2.34
C 3.65 -1.98 -1.02
C 3.84 -2.16 -3.47
C 3.41 -2.44 -4.75
C 4.30 -2.26 -5.94
C 2.11 -2.92 -4.89
C 1.27 -3.10 -3.80
C -0.13 -3.58 -4.08
C -1.06 -5.57 -1.41
C -2.32 -4.77 -1.66
C -1.17 -6.96 -1.49
H 0.69 -9.79 -1.08
H -0.53 -9.59 -2.34
H -1.02 -9.64 -0.65
H 1.96 -7.84 -0.65
H 3.22 -6.02 0.05
H 2.46 -4.43 0.27
H 3.13 -4.89 -1.30
H 2.20 -2.02 2.74
H 1.37 -2.68 4.95
H -0.72 -4.00 5.16
H -1.99 -4.60 3.10
H -1.16 -3.92 0.90
H 3.44 -2.71 -0.25
H 3.26 -1.02 -0.67
H 4.73 -1.87 -1.12
H 4.84 -1.76 -3.33
H 5.12 -1.57 -5.72
H 3.74 -1.88 -6.80
H 4.75 -3.22 -6.24
H 1.73 -3.13 -5.89
H -0.32 -3.61 -5.15
H -0.86 -2.92 -3.61
H -0.28 -4.58 -3.66
H -2.21 -3.74 -1.31
H -3.16 -5.23 -1.14
H -2.56 -4.74 -2.73
H -2.13 -7.40 -1.74
```

=====

No. 5
Density functional theory data (ωB97M-V/def2-TZVPD) for a 2-piece molecular cluster, C5H15N2O overall at a distorted geometry.

E_HOMO in Eh: -0.4630
Charge: +1
Multiplicity: 1

Geometry as XYZ:
```
23
C5H15N2O, DFT ωB97M-V/def2-TZVPD
C 0.68 1.65 1.73
C 0.48 0.42 0.85
C -0.35 0.73 -0.41
C -1.15 -0.46 -0.84
C -2.46 -0.41 -1.06
N -0.40 -1.66 -0.88
N -0.21 -0.67 1.66
H -0.28 2.12 2.00
H 1.32 1.43 2.57
H 1.18 2.40 1.11
H 1.43 0.02 0.51
H 0.37 0.99 -1.17
H -0.98 1.60 -0.20
H -2.99 0.52 -0.95
H -3.13 -1.20 -1.39
H 0.44 -1.55 -1.45
H -0.97 -2.44 -1.21
H -0.08 -0.51 2.65
H 0.13 -1.59 1.36
H -1.22 -0.69 1.46
H 2.68 0.47 -2.41
H 3.01 -0.95 -2.13
O 2.46 -0.23 -1.78
```

=====

No. 6
Density functional theory data (ωB97M-V/def2-TZVPD) for C38H70B2ClF6N5NaO8S as an isolated structure at a distorted geometry.

E_HOMO in Eh: -0.1700
Charge: -1
Multiplicity: 1

Geometry as XYZ:
```
132
C38H70B2ClF6N5NaO8S, DFT ωB97M-V/def2-TZVPD
C 2.80 -2.86 3.44
O 1.46 -3.22 3.73
C 0.72 -3.58 2.55
C 0.21 -2.26 1.87
C -1.30 -1.90 2.16
C -2.24 -2.56 1.08
C -2.48 -1.63 -0.15
C -3.08 -0.25 0.19
C -4.39 0.00 0.82
B -5.38 -1.19 1.24
C -6.63 -1.72 0.39
O -5.16 -1.82 2.49
C -4.79 1.40 1.06
S -6.39 1.78 1.88
C -3.99 2.56 0.67
C -2.71 2.30 0.06
C -2.31 0.91 -0.15
C -0.92 1.02 -0.82
O -0.31 0.23 -1.48
N -0.45 2.34 -0.49
C 0.00 2.48 0.95
N 1.46 2.60 1.07
C -1.59 3.25 -0.50
O -1.67 4.37 -0.81
H 3.41 -3.07 4.36
H 2.91 -1.78 3.18
H 3.25 -3.45 2.60
H 1.37 -4.17 1.83
H -0.09 -4.28 2.87
H 0.85 -1.38 2.11
H 0.30 -2.42 0.76
H -1.54 -2.42 3.14
H -1.46 -0.81 2.30
H -1.71 -3.48 0.69
H -3.15 -2.93 1.60
H -1.48 -1.43 -0.63
H -3.09 -2.14 -0.94
H -7.54 -1.18 0.77
H -6.46 -1.53 -0.69
H -6.77 -2.79 0.66
H -4.35 -1.44 2.87
H -7.02 2.54 0.92
H -4.32 3.61 0.84
H -0.45 3.44 1.34
H -0.43 1.67 1.61
H 1.73 3.38 1.68
H 1.75 1.76 1.57
C 6.62 -1.19 1.37
C 6.37 -2.68 1.08
C 6.53 -3.58 2.29
N 7.97 -3.92 2.71
C 8.21 -3.41 4.11
C 8.16 -5.44 2.70
C 8.46 -5.75 1.25
C 9.40 -4.62 0.84
C 9.09 -3.46 1.79
H 7.56 -1.02 1.90
H 6.66 -0.64 0.43
H 5.81 -0.78 1.97
H 6.98 -3.03 0.24
H 5.34 -2.77 0.74
H 6.02 -4.52 2.10
H 6.04 -3.14 3.16
H 7.47 -3.87 4.77
H 8.10 -2.33 4.10
H 9.21 -3.69 4.42
H 9.01 -5.68 3.34
H 7.26 -5.93 3.08
H 7.55 -5.72 0.65
H 8.92 -6.73 1.12
H 9.25 -4.34 -0.21
H 10.44 -4.92 0.95
H 8.83 -2.54 1.28
H 9.97 -3.25 2.41
O -8.39 4.12 1.87
H -8.61 3.64 2.67
H -7.86 4.87 2.18
B -2.40 6.02 2.12
F -3.64 6.23 1.46
F -2.25 4.63 2.39
F -1.34 6.46 1.29
F -2.38 6.74 3.34
C 3.29 4.59 -4.63
C 1.99 4.54 -5.44
O 1.63 3.25 -5.84
C 1.43 2.32 -4.79
C 0.34 2.75 -3.82
H 4.12 4.16 -5.21
H 3.52 5.62 -4.38
H 3.21 4.03 -3.70
H 2.11 5.12 -6.35
H 1.16 5.00 -4.88
H 2.37 2.14 -4.26
H 1.15 1.38 -5.25
H 0.57 3.69 -3.32
H 0.20 1.99 -3.05
H -0.61 2.89 -4.35
Na 4.40 7.06 -3.97
F 4.43 2.44 -6.10
C -8.65 -3.69 -2.30
O -7.58 -3.13 -2.13
N -9.70 -3.08 -2.92
N -8.89 -4.97 -1.88
H -10.59 -3.51 -3.07
H -9.56 -2.13 -3.24
H -8.14 -5.45 -1.42
H -9.77 -5.44 -2.01
C 4.71 4.39 5.19
C 3.97 3.41 4.30
C 4.78 3.05 3.05
O 2.71 3.98 3.90
H 4.90 5.33 4.66
H 4.11 4.64 6.07
H 5.66 3.99 5.52
H 3.75 2.50 4.86
H 4.96 3.96 2.45
H 4.20 2.36 2.42
H 5.77 2.57 3.27
H 2.90 4.78 3.40
F -9.97 -1.26 -4.69
C -9.68 -0.65 -5.86
C -8.37 -0.32 -6.14
C -8.07 0.30 -7.34
C -9.09 0.60 -8.24
C -10.40 0.27 -7.94
C -10.70 -0.36 -6.74
H -7.59 -0.56 -5.42
H -7.04 0.55 -7.58
H -8.85 1.10 -9.18
H -11.20 0.51 -8.64
H -11.72 -0.63 -6.50
Cl 6.89 2.19 4.86
```